Record 1
# C14H21AsF6N2O

A structure of composition C14H21AsF6N2O (the ωB97M-V functional and the def2-TZVPD basis, the Open Molecules 2025 dataset).

Each line ends with the Löwdin spin population.
Cartesian coordinates (Å):
C 1.148 0.229 -0.146  -0.001
C 1.071 -1.149 0.734  0.024
C 2.490 -1.194 1.619  0.001
C -0.137 -1.213 1.837  0.024
C -1.556 -1.198 1.022  0.000
C -2.058 0.371 0.967  0.001
C -2.592 1.228 2.302  -0.001
C -2.985 2.784 2.020  0.000
N -2.981 3.592 0.768  0.000
C -2.514 2.890 -0.461  0.000
C -2.068 1.325 -0.386  -0.001
C -1.572 -1.985 -0.404  0.017
C -0.164 -2.598 -0.932  0.023
C 0.230 -2.107 -2.483  0.008
C -0.395 -4.249 -1.082  -0.002
N 1.037 -2.432 -0.050  0.355
O 1.330 -3.519 0.683  0.544
H 0.427 0.283 -1.065  0.000
H 0.806 1.109 0.586  0.000
H 2.280 0.486 -0.410  0.000
H 2.351 -1.941 2.514  -0.001
H 2.786 -0.102 1.949  0.000
H 3.296 -1.653 0.892  0.000
H -0.099 -2.228 2.443  0.003
H -0.146 -0.340 2.619  0.001
H -2.343 -1.753 1.728  0.001
H -2.661 0.720 3.374  0.000
H -3.327 3.382 2.997  0.000
H -2.459 3.511 -1.478  0.000
H -1.673 0.838 -1.398  0.000
H -2.355 -2.882 -0.311  0.002
H -2.009 -1.312 -1.288  0.000
H -0.711 -1.708 -3.057  0.000
H 0.723 -3.062 -3.000  0.000
H 1.067 -1.280 -2.491  0.001
H -0.841 -4.732 -0.108  0.001
H -1.217 -4.364 -1.927  0.000
H 0.582 -4.790 -1.471  -0.001
F 2.830 2.851 -1.825  0.000
As 2.463 4.435 -1.015  0.000
F 2.813 3.688 0.604  0.000
F 0.718 3.952 -0.860  0.000
F 2.095 6.019 -0.204  0.000
F 2.112 5.182 -2.634  0.000
F 4.207 4.918 -1.170  0.000

Expectation value of S²: 0.755
Spin multiplicity: 2
E_tot (eV): -97023.48900
HOMO-LUMO gap (spin up / spin down) (Eh): 0.3217 / 0.3098
Total charge: -1

Record 2
# C2H5N3O

The molecule C2H5N3O (the ωB97M-V functional and the def2-TZVPD basis, the Open Molecules 2025 dataset).

Each line ends with the Löwdin charge.
Cartesian coordinates (Å):
N -0.259 -1.949 0.137  -0.043
N -0.792 -1.226 -1.011  -0.034
C -0.481 0.015 -0.842  -0.211
N 0.225 0.443 0.321  -0.030
C 0.690 1.741 0.358  -0.305
O 0.831 2.540 -0.642  -0.023
H -0.846 -2.772 0.039  0.060
H -0.881 -1.537 0.875  0.085
H -0.740 0.959 -1.407  0.139
H 1.191 -0.061 0.775  0.236
H 1.061 1.847 1.398  0.126

E_tot (eV): -8670.03831
SMILES string: N/N=C\NC=O
HOMO-LUMO gap (Eh): 0.3744

Record 3
# C7H6ClNO2

The molecule C7H6ClNO2 (the ωB97M-V functional and the def2-TZVPD basis, the Open Molecules 2025 dataset).

Each line ends with the Löwdin charge.
Cartesian coordinates (Å):
O -1.669 -2.010 2.628  0.104
N -0.738 -2.213 1.932  -0.376
O -0.050 -3.233 1.891  0.064
C -0.348 -1.159 0.988  -0.129
C 0.779 -1.338 0.172  -0.023
C 1.208 -0.364 -0.695  0.019
C 0.358 0.893 -0.769  -0.251
C 0.792 1.971 -1.699  -0.536
Cl -0.594 2.618 -2.645  0.558
C -0.750 1.041 0.135  -0.069
C -1.158 0.011 0.980  0.001
H 1.024 -2.255 0.207  0.042
H 2.122 -0.601 -1.441  0.161
H 1.540 1.575 -2.280  0.039
H 1.047 2.838 -1.045  0.097
H -1.326 2.006 0.133  0.119
H -2.236 0.221 1.506  0.178

E_tot (eV): -25459.39604
SMILES string: O=[N+]([O-])c1ccc(CCl)cc1
HOMO-LUMO gap (Eh): 0.3338

Record 4
# C6H8O3Si

The molecule C6H8O3Si (the ωB97M-V functional and the def2-TZVPD basis, the Open Molecules 2025 dataset).

Each line ends with the Löwdin charge.
Cartesian coordinates (Å):
O 3.090 -0.699 -0.059  0.019
C 1.653 -0.645 -0.002  -0.212
C 0.772 -1.701 0.155  -0.068
C -0.607 -1.511 0.123  -0.155
C -1.147 -0.229 0.027  -0.240
Si -2.924 0.400 -0.123  0.651
C -0.032 1.040 0.176  -0.259
O -0.532 2.240 0.253  0.029
C 1.239 0.680 0.064  -0.245
O 2.220 1.659 -0.073  0.045
H 3.284 -1.567 -0.443  0.108
H 1.249 -2.746 0.050  0.138
H -1.183 -2.433 -0.059  0.110
H -3.355 0.598 -1.510  -0.092
H -3.123 1.512 0.903  -0.053
H -3.890 -0.724 0.224  -0.080
H 0.214 2.873 0.628  0.196
H 3.070 1.253 -0.335  0.107

E_tot (eV): -20369.36682
SMILES string: Oc1ccc([SiH3])c(O)c1O
HOMO-LUMO gap (Eh): 0.3217

Record 5
# C3H4ClIN2

A cluster of 2 separate species, C3H4ClIN2 in total (the ωB97M-V functional and the def2-TZVPD basis, the Open Molecules 2025 dataset).

Each line ends with the Löwdin charge.
Cartesian coordinates (Å):
C -1.661 -0.005 -0.887  -0.102
C 2.140 1.070 0.437  -0.820
C 1.306 1.543 -0.484  -0.725
N -2.226 0.471 0.082  -0.270
N -2.576 0.951 1.035  0.194
Cl 0.085 2.783 -0.189  0.579
I 3.594 -0.280 0.077  0.860
H -0.551 -0.059 -0.733  0.061
H -2.198 -0.241 -1.821  0.082
H 2.139 1.393 1.470  0.027
H 1.376 1.139 -1.616  0.115

E_tot (eV): -26775.68411
HOMO-LUMO gap (Eh): 0.3298

Record 6
# C28H30CrN6O3

A structure of composition C28H30CrN6O3 (the ωB97M-V functional and the def2-TZVPD basis, the Open Molecules 2025 dataset).

Each line ends with the Löwdin spin population.
Cartesian coordinates (Å):
Cr -0.927 -0.712 0.648  2.868
C -0.281 -1.301 4.790  -0.001
C -0.938 -0.799 3.535  0.010
O -0.530 -1.338 2.436  0.033
C -1.912 0.180 3.622  0.003
C -2.723 0.625 2.556  0.011
C -3.892 1.516 2.833  0.001
N -2.498 0.223 1.323  -0.019
N -3.440 0.549 0.349  -0.017
C -3.140 -0.062 -0.744  0.016
O -2.058 -0.857 -0.802  0.010
C -3.954 0.100 -1.960  0.000
C -4.946 1.077 -2.018  0.002
C -5.697 1.230 -3.170  0.000
C -5.466 0.410 -4.268  0.002
C -4.480 -0.565 -4.212  0.000
C -3.722 -0.719 -3.061  0.003
H 0.345 -2.162 4.569  0.000
H -1.035 -1.579 5.525  0.000
H 0.338 -0.516 5.232  0.000
H -2.150 0.546 4.611  0.000
H -3.795 1.974 3.815  0.000
H -4.813 0.931 2.810  0.001
H -3.985 2.279 2.063  0.000
H -5.117 1.705 -1.154  0.000
H -6.466 1.990 -3.215  0.000
H -6.055 0.533 -5.168  0.000
H -4.303 -1.207 -5.066  0.000
H -2.953 -1.478 -3.003  0.000
N 6.191 -1.518 -7.161  0.000
C 5.486 -1.659 -6.266  0.000
C 4.597 -1.831 -5.144  0.001
C 4.618 -3.006 -4.403  0.000
C 3.767 -3.163 -3.324  0.001
C 2.892 -2.145 -2.978  0.000
C 2.861 -0.970 -3.719  0.000
C 3.712 -0.815 -4.798  0.000
N 2.019 -2.311 -1.852  0.005
C 1.949 -3.410 -1.012  0.000
C 1.025 -3.117 -0.069  0.004
N 0.522 -1.857 -0.311  0.005
C 1.135 -1.405 -1.386  0.013
H 5.301 -3.800 -4.673  0.000
H 3.797 -4.086 -2.765  0.000
H 2.179 -0.168 -3.477  0.000
H 3.689 0.098 -5.377  0.000
H 2.536 -4.297 -1.152  0.000
H 0.689 -3.718 0.759  0.000
H 0.936 -0.454 -1.848  0.001
O 0.319 0.810 0.891  0.022
C 1.405 1.307 1.213  0.010
C 2.424 0.560 2.019  0.002
C 2.640 1.386 3.314  0.000
C 1.376 2.127 3.822  0.000
C 1.116 3.526 3.222  0.000
C 0.682 3.511 1.754  0.001
N 1.624 2.627 1.024  0.007
H 3.359 0.429 1.468  0.001
H 2.016 -0.426 2.236  0.000
H 3.444 2.111 3.162  0.000
H 2.995 0.703 4.086  0.000
H 1.467 2.244 4.902  0.000
H 0.491 1.502 3.659  0.000
H 2.027 4.126 3.317  0.000
H 0.348 4.034 3.810  0.000
H 0.698 4.504 1.313  0.000
H -0.317 3.098 1.632  0.000
H 2.581 2.879 1.240  0.000

Expectation value of S²: 3.783
Spin multiplicity: 4
E_tot (eV): -73024.31195
HOMO-LUMO gap (spin up / spin down) (Eh): 0.2651 / 0.2834
Total charge: +1